The following is a quantum chemistry calculation of a cluster of 2 separate species, C15H23Br2N2O5P2S in total in a non-equilibrium geometry, from OMol25.

CARTESIAN COORDINATES (ANGSTROEM)
C: 3.48 -0.96 2.30
C: 3.23 0.38 1.35
P: 2.58 0.01 -0.40
C: 3.24 1.49 -1.47
C: 0.69 0.06 -0.56
C: 0.37 1.14 -1.80
N: 0.18 1.98 -2.78
C: 0.22 -1.40 -1.14
Br: 1.32 -1.67 -2.83
C: 0.57 -2.68 -0.18
C: -0.71 -3.27 0.67
Br: 1.10 -4.18 -1.46
C: -0.14 0.62 0.73
C: 0.00 -0.25 2.11
N: 0.29 -0.80 3.27
C: 0.27 2.22 0.90
C: 0.24 2.76 2.45
O: 1.34 3.07 3.19
C: -1.78 0.66 0.39
C: -2.72 0.83 1.73
C: -4.28 1.02 1.16
S: -5.33 -0.48 1.52
H: 4.54 -1.42 2.11
H: 2.61 -1.73 2.21
H: 3.45 -0.55 3.42
H: 4.30 0.88 1.23
H: 2.58 1.11 2.00
H: 4.42 1.50 -1.29
H: 2.75 2.51 -1.19
H: 3.08 1.15 -2.58
H: -0.89 -1.46 -1.50
H: 1.51 -2.53 0.50
H: -0.99 -4.38 0.33
H: -0.33 -3.38 1.79
H: -1.65 -2.57 0.64
H: -0.48 2.92 0.29
H: 1.34 2.47 0.47
H: -0.79 2.96 3.01
H: -2.06 1.56 -0.34
H: -2.16 -0.31 -0.16
H: -2.78 -0.15 2.40
H: -2.50 1.79 2.36
H: -4.30 1.25 0.01
H: -4.75 1.96 1.72
H: -4.38 -1.53 1.70
O: -2.06 -1.51 -6.58
P: -1.33 -0.52 -5.66
O: 0.18 -0.66 -5.85
O: -1.69 -0.84 -4.19
O: -1.77 0.91 -5.99

## Properties
lowest unoccupied orbital energy	5.51	eV
charge	-3
HOMO-LUMO gap	1.5	eV
M	565.18	u
calculated total energy	-198627.27877	eV
max |F|	12.08	eV Å⁻¹